Record 1
A molecular structure, C38H35CrFN5O8. Source: the Open Molecules 2025 dataset; level of theory: ωB97M-V with the def2-TZVPD basis set.

Geometry as XYZ:
```
88
Properties=species:S:1:pos:R:3:forces:R:3:mulliken_spin:R:1
Cr -0.33508 0.44753 0.14754 0.0 -0.7 0.2 2.993
O -1.98043 -3.60562 3.33206 0.0 0.0 0.0 0.000
C -1.85821 -2.57572 4.18492 0.0 0.0 0.0 -0.001
C -2.14262 -2.81002 5.53183 0.0 0.0 0.0 0.000
C -2.02843 -1.79215 6.45882 0.0 0.0 0.0 0.001
C -1.63011 -0.51729 6.06579 0.0 0.0 0.0 0.000
C -1.35064 -0.28191 4.73304 0.0 0.0 0.0 0.002
C -1.45799 -1.29155 3.77815 0.0 0.0 0.0 -0.002
C -1.14644 -0.96594 2.36531 0.0 0.0 -0.1 -0.003
O -0.83600 0.23664 2.06512 0.1 -0.1 0.1 -0.017
N -1.22252 -1.95241 1.49335 0.0 0.0 0.1 -0.015
N -0.93285 -1.49733 0.22009 0.0 0.1 -0.1 -0.032
C -1.17076 -2.27760 -0.76226 0.0 0.0 -0.1 0.010
C -0.99330 -1.91696 -2.15041 0.0 0.0 0.0 0.018
C -1.45121 -2.83099 -3.11532 0.0 0.0 0.0 0.002
C -1.36846 -2.56779 -4.46220 0.0 0.0 0.0 0.002
C -0.79985 -1.35127 -4.86925 0.0 0.0 0.0 0.005
C -0.33461 -0.43853 -3.95527 0.0 0.0 0.0 0.001
C -0.41896 -0.68246 -2.56066 0.1 0.0 0.0 0.001
O 0.01806 0.22565 -1.74378 -0.1 0.1 -0.1 0.025
H -1.72369 -3.26282 2.43338 0.0 0.0 0.0 0.000
H -2.44924 -3.80740 5.82075 0.0 0.0 0.0 0.000
H -2.25117 -1.99450 7.49978 0.0 0.0 0.0 0.000
H -1.53968 0.27952 6.79282 0.0 0.0 0.0 0.000
H -1.04139 0.69542 4.38508 0.0 0.0 0.0 0.003
H -1.56301 -3.26870 -0.53723 0.0 0.0 0.0 -0.004
H -1.88498 -3.76468 -2.76868 0.0 0.0 0.0 0.000
H -1.72927 -3.28346 -5.19013 0.0 0.0 0.0 0.000
H -0.73060 -1.11883 -5.92680 0.0 0.0 0.0 0.000
H 0.05946 0.52377 -4.26032 0.0 0.0 0.0 0.000
C -6.13295 0.83466 -5.27491 0.0 0.0 0.0 0.003
C -4.81385 0.09854 -5.09260 0.1 0.0 0.0 -0.008
N -4.21257 0.32935 -3.78242 -0.1 0.0 0.0 0.005
C -3.25361 1.27219 -3.66039 0.1 0.0 0.0 0.004
C -2.58501 1.60296 -2.52181 0.0 0.1 0.0 0.006
C -1.55198 2.75000 -2.67634 0.1 -0.1 0.0 0.000
O -1.21441 2.97930 -3.85817 0.0 0.0 0.1 0.001
O -1.21746 3.31758 -1.62337 -0.1 0.0 -0.1 -0.001
C -2.87821 0.84913 -1.35019 0.0 -0.3 -0.1 -0.021
O -2.24700 0.85167 -0.25993 0.0 0.4 0.1 -0.003
C -3.98547 -0.09890 -1.45013 0.0 0.0 0.0 0.011
C -4.33868 -0.86716 -0.32795 0.0 0.0 -0.1 0.000
C -5.30489 -1.81600 -0.42259 0.0 0.0 0.0 0.000
F -5.54478 -2.60529 0.65456 0.0 0.0 0.0 0.000
C -6.02104 -2.06338 -1.61873 0.0 0.0 0.0 0.024
C -5.64733 -1.32528 -2.73037 0.0 0.0 0.0 -0.085
C -4.62756 -0.36283 -2.66185 0.0 0.0 -0.1 0.041
N -7.00955 -3.03161 -1.71464 0.0 -0.1 0.0 0.033
C -7.14823 -3.76860 -2.96101 -0.1 0.0 0.0 -0.006
C -8.16636 -3.22558 -3.90428 0.0 0.1 0.0 0.846
N -9.73001 -4.70528 -1.54198 0.0 0.0 0.0 0.008
C -9.34881 -3.44354 -0.89845 0.0 0.0 -0.1 0.017
C -7.85515 -3.38998 -0.58820 0.0 0.0 0.0 -0.016
H -6.53903 0.64136 -6.26982 0.0 0.0 0.0 -0.001
H -5.98261 1.90984 -5.16696 0.0 0.0 0.0 -0.001
H -6.87242 0.52308 -4.53584 0.0 0.0 0.0 0.004
H -4.08834 0.43589 -5.83027 0.0 0.0 0.0 0.000
H -4.92641 -0.97612 -5.23780 0.0 0.0 0.0 0.011
H -2.95572 1.79572 -4.56203 0.0 0.0 0.0 0.001
H -3.79109 -0.73048 0.59563 0.0 0.0 0.0 0.006
H -6.17186 -1.49277 -3.65827 0.0 0.0 0.0 0.005
H -7.40782 -4.80368 -2.72299 0.0 0.0 0.0 0.001
H -6.15921 -3.79524 -3.43632 0.0 0.0 0.0 0.070
H -8.71875 -3.88415 -4.55990 0.0 0.0 0.0 -0.008
H -8.38269 -2.16505 -3.92797 0.0 -0.1 0.0 0.060
H -9.62105 -5.47036 -0.88665 0.0 0.0 0.0 0.002
H -10.70517 -4.68818 -1.81077 0.0 0.0 0.0 -0.001
H -9.88837 -3.27290 0.04093 0.0 0.0 0.0 0.003
H -9.60096 -2.62046 -1.56988 0.0 0.0 0.0 -0.016
H -7.55513 -4.35533 -0.15624 0.0 0.0 0.0 0.003
H -7.70490 -2.64791 0.18846 0.0 0.0 0.0 0.000
C 1.32159 4.19987 -0.12679 0.0 0.0 0.0 0.003
C 1.37100 2.76910 0.30420 0.2 0.0 0.1 0.006
O 0.27581 2.24885 0.56930 -0.2 0.4 -0.4 0.000
C 2.59813 2.01490 0.45895 0.1 0.0 0.0 0.028
C 3.83560 2.68027 0.56922 0.0 0.0 0.0 -0.003
C 4.99343 2.01615 0.88188 0.0 0.0 0.0 0.006
C 4.93655 0.62732 1.08904 0.0 0.0 0.0 -0.002
C 3.75860 -0.06029 0.97782 0.0 0.0 0.0 0.004
C 2.54280 0.59853 0.64644 -0.1 0.0 -0.2 0.000
O 1.48392 -0.12110 0.49271 0.2 0.0 0.3 -0.030
H 0.56352 4.22019 -0.92050 0.0 0.0 0.0 0.000
H 2.26879 4.59717 -0.47408 0.0 0.0 0.0 0.000
H 0.93707 4.80615 0.69648 0.0 0.0 0.0 0.000
H 3.86507 3.75290 0.43197 0.0 0.0 0.0 0.000
H 5.92959 2.54989 0.97567 0.0 0.0 0.0 0.001
H 5.84222 0.08643 1.34004 0.0 0.0 0.0 0.000
H 3.70884 -1.13125 1.12900 0.0 0.0 0.0 0.001
```
Positions in Å, forces in eV/Å.

Net charge = -1
⟨S²⟩ = 6.022
Strongest force on any atom = 0.01498 Eh/bohr
Relative energy (zero: lowest compared OMol25 entry of this formula, charge and spin) = 0.0 kcal/mol
E = -3489.2792 Eh
Spin multiplicity = 5
Frontier orbital gap (alpha / beta) = 7.122 / 6.634 eV

Record 2
A molecular structure, C38H35CrN5O5S2. Source: the Open Molecules 2025 dataset; level of theory: ωB97M-V with the def2-TZVPD basis set.

Geometry as XYZ:
```
86
Properties=species:S:1:pos:R:3:forces:R:3:mulliken_spin:R:1
Cr 0.49726 0.73679 -0.09705 0.6 0.2 0.2 3.313
C -1.08460 2.33516 7.09476 0.0 0.0 0.0 0.000
C -0.29097 1.73968 5.95901 0.0 0.0 0.0 -0.003
C -0.53003 2.12682 4.64470 0.0 0.0 0.0 0.009
C 0.21343 1.60736 3.59432 -0.1 0.0 0.0 -0.003
C 1.21998 0.68793 3.85677 0.1 -0.1 0.1 -0.003
C 1.47219 0.28972 5.16301 0.0 0.1 0.0 0.005
C 0.71899 0.81252 6.20557 0.0 0.0 0.0 0.003
S 2.11943 -0.15406 2.51630 -0.2 0.0 0.0 0.009
O 3.50518 -0.34032 3.05820 0.0 0.1 0.0 -0.001
O 0.38796 -2.37159 0.30315 -0.2 0.0 -0.2 0.006
N 1.99081 0.94995 1.32794 0.4 0.2 0.1 -0.048
C 2.42407 2.28833 1.55297 -0.3 0.0 -0.1 0.033
C 3.34934 2.75293 2.47014 0.0 0.0 -0.1 -0.003
C 3.57346 4.13407 2.59580 0.0 0.0 0.0 0.017
C 2.85824 5.03266 1.81950 0.0 0.0 0.0 -0.007
C 1.91459 4.58851 0.89210 0.0 0.1 0.0 0.014
C 1.08207 5.45506 0.06696 0.1 -0.1 0.0 -0.002
C 0.10391 4.94124 -0.68474 0.0 0.0 0.0 0.001
C -0.22541 3.48054 -0.71050 -0.2 -0.1 0.2 0.023
N 0.82485 2.66347 -0.12024 -0.2 0.4 -0.3 -0.025
C 1.70745 3.20849 0.74217 0.0 -0.3 0.0 0.037
H -2.05797 2.68626 6.75020 0.0 0.0 0.0 0.000
H -0.56372 3.18993 7.53535 0.0 0.0 0.0 0.000
H -1.24620 1.60370 7.88955 0.0 0.0 0.0 0.000
H -1.30571 2.85244 4.42406 0.0 0.0 0.0 0.001
H 0.00052 1.93533 2.58095 0.0 0.0 0.0 -0.012
H 2.26965 -0.41939 5.34957 0.0 0.0 0.0 0.001
H 0.91683 0.49849 7.22646 0.0 0.0 0.0 0.000
H 3.88425 2.05035 3.09482 0.0 0.0 0.0 -0.001
H 4.29568 4.49306 3.32045 0.0 0.0 0.0 0.002
H 3.01629 6.10213 1.93493 0.0 0.0 0.0 0.000
H 1.26874 6.52608 0.08473 0.0 0.0 0.0 -0.001
H -0.51982 5.57739 -1.30345 0.0 0.0 0.0 0.001
H -0.36724 3.17097 -1.74898 0.1 0.0 -0.1 -0.004
C -4.35810 -1.19184 -2.54371 0.0 0.0 0.0 0.001
O -3.71081 -1.88120 -3.62339 0.0 0.0 0.0 0.001
C -3.16017 -3.10403 -3.36453 -0.1 0.0 0.0 0.002
C -3.43223 -4.11074 -4.28750 0.0 0.1 0.0 -0.002
C -2.94022 -5.39025 -4.11468 0.0 0.0 0.0 0.003
C -2.16479 -5.68013 -2.99865 0.0 0.0 0.0 -0.001
C -1.86022 -4.67536 -2.09822 0.1 -0.1 0.0 0.002
C -2.32487 -3.37204 -2.27414 0.1 0.0 0.1 0.002
N -1.98984 -2.40796 -1.30921 0.0 0.1 -0.1 0.002
C -1.29982 -1.22782 -1.52730 0.1 0.2 0.0 0.238
N -1.13989 -0.74542 -2.76949 0.2 0.0 0.0 -0.025
C -0.04048 0.10475 -3.12086 -0.2 -0.1 0.1 -0.161
C 0.78003 0.73041 -2.18491 0.2 0.0 0.0 0.012
C 1.85790 1.45630 -2.72839 0.0 0.0 0.0 -0.038
C 2.08230 1.56590 -4.08789 0.0 0.0 0.0 -0.015
C 1.21802 0.95480 -4.99942 0.0 0.0 0.0 0.021
C 0.15556 0.22765 -4.50320 0.0 0.0 0.0 -0.033
O -0.75943 -0.44936 -5.29438 0.0 0.1 0.0 0.000
C -0.73661 -0.17497 -6.67166 0.0 0.0 0.0 0.000
N -0.81222 -0.57984 -0.52353 -0.2 -0.5 0.0 -0.028
C -0.34433 -1.16712 0.66976 -0.3 -0.2 0.0 -0.242
C -1.22340 -1.22939 1.79018 0.0 0.2 -0.1 0.421
C -1.15620 -2.05323 2.90327 0.0 -0.1 0.1 -0.231
C -0.22198 -3.04544 3.19057 0.0 0.0 0.0 0.456
C 0.90035 -3.44820 2.40966 0.0 0.1 0.0 -0.160
C 1.17395 -3.06660 1.14110 0.0 0.0 0.1 0.264
O 2.29007 -3.52031 0.51481 0.1 0.0 0.0 0.016
C 3.05225 -2.49454 -0.13801 0.0 0.0 0.0 0.043
H -5.15036 -0.60423 -3.00153 0.0 0.0 0.0 0.000
H -3.67699 -0.52054 -2.02353 0.0 0.0 0.0 0.000
H -4.78656 -1.90479 -1.83821 0.0 0.0 0.0 0.000
H -4.06074 -3.85764 -5.13175 0.0 0.0 0.0 0.000
H -3.16930 -6.15966 -4.84119 0.0 0.0 0.0 0.000
H -1.77826 -6.67844 -2.83988 0.0 0.0 0.0 0.000
H -1.22072 -4.87320 -1.24525 0.0 0.0 0.0 0.001
H -1.77000 -2.78226 -0.39498 -0.1 0.0 0.0 -0.003
H -1.62564 -1.17729 -3.53784 0.0 0.0 0.0 -0.004
H 2.51494 1.98198 -2.04543 0.0 0.0 0.0 0.010
H 2.92127 2.14490 -4.45776 0.0 0.0 0.0 0.000
H 1.38430 1.04874 -6.06365 0.0 0.0 0.0 0.004
H -1.60039 -0.67653 -7.10452 0.0 0.0 0.0 0.000
H 0.17364 -0.55723 -7.14605 0.0 0.0 0.0 0.000
H -0.80659 0.90005 -6.86249 0.0 0.0 0.0 0.000
H -1.97678 -0.44787 1.77795 0.0 0.0 0.0 0.045
H -1.89728 -1.85985 3.67170 0.0 0.0 0.0 -0.013
H -0.30865 -3.51817 4.16291 0.0 0.0 0.0 0.041
H 1.66131 -4.05887 2.87744 0.0 0.0 0.0 -0.012
H 3.88673 -3.00571 -0.61329 0.0 0.0 0.0 -0.002
H 3.42567 -1.77422 0.59325 0.0 0.0 0.0 -0.006
H 2.45901 -1.97330 -0.88889 0.0 0.0 0.0 0.013
S -1.85695 3.09817 0.10724 0.2 0.0 0.0 0.012
```
Positions in Å, forces in eV/Å.

Net charge = -2
⟨S²⟩ = 6.134
Strongest force on any atom = 0.01315 Eh/bohr
Relative energy (zero: lowest compared OMol25 entry of this formula, charge and spin) = 31.9 kcal/mol
E = -3959.7950 Eh
Spin multiplicity = 5
Frontier orbital gap (alpha / beta) = 3.988 / 4.294 eV